Below is a molecular structure, C36H47As3HfN2O3PSe2Te2, with properties calculated with ωB97M-V/def2-TZVPD.

DFT total energy = -385606.3376 eV
Molar mass = 1403.1 g/mol
Strongest force on any atom = 0.011 Eh/bohr
Orbital gap = 0.211 Ha
LUMO energy = -3.526 eV

Structure (ORCA input):
```
! wB97M-V def2-TZVPD RIJCOSX def2/J DEFGRID3
* xyz 1 1
Hf 0.417 0.308 1.644
C 1.226 -3.103 -0.459
As 1.402 -1.186 -0.681
C 0.497 -0.943 -2.390
C 3.179 -0.928 -1.468
C 4.445 -0.980 -0.621
C 4.536 -2.324 0.108
C 4.502 0.187 0.367
As 3.300 0.205 1.916
C 3.917 1.867 2.696
C 4.147 -1.092 3.100
C 5.672 -0.891 -1.553
As 6.011 0.494 -2.941
C 4.719 -0.050 -4.319
C 5.058 2.109 -2.343
H 1.747 -3.619 -1.265
H 0.164 -3.340 -0.487
H 1.611 -3.414 0.508
H 0.746 -1.788 -3.033
H 0.853 -0.024 -2.854
H -0.579 -0.898 -2.272
H 3.107 0.045 -1.955
H 3.239 -1.681 -2.260
H 3.715 -2.468 0.815
H 5.471 -2.403 0.666
H 4.502 -3.148 -0.606
H 4.322 1.129 -0.149
H 5.505 0.246 0.802
H 4.996 1.809 2.836
H 3.417 2.013 3.650
H 3.667 2.699 2.040
H 5.183 -1.225 2.790
H 3.632 -2.050 3.079
H 4.108 -0.698 4.111
H 5.736 -1.815 -2.138
H 6.571 -0.878 -0.931
H 4.858 -1.107 -4.546
H 4.938 0.517 -5.223
H 3.681 0.124 -4.036
H 5.544 2.536 -1.467
H 4.000 1.944 -2.138
H 5.146 2.828 -3.158
Se 1.218 -0.116 4.230
Te -0.101 1.391 5.724
Te 0.740 3.654 4.527
Se 0.383 2.985 2.119
O -1.279 -3.236 2.917
C -1.142 -2.085 2.603
O -0.251 -1.634 1.742
C -2.014 -0.990 3.143
C -3.103 -1.279 3.929
C -3.893 -0.225 4.380
C -3.535 1.059 4.036
C -2.398 1.266 3.260
N -1.654 0.260 2.804
H -3.313 -2.314 4.162
H -4.765 -0.411 4.993
H -4.109 1.913 4.364
H -2.076 2.262 2.987
O 1.758 1.820 -0.360
N 0.349 1.623 -0.445
C -0.178 2.351 -1.353
C -1.557 2.415 -1.827
C -1.765 3.445 -2.754
C -3.001 3.643 -3.340
C -4.044 2.796 -3.010
C -3.846 1.774 -2.095
C -2.611 1.556 -1.488
P -2.449 0.218 -0.242
C -4.049 0.482 0.618
C -4.889 -0.568 0.970
C -6.090 -0.317 1.623
C -6.467 0.983 1.919
C -5.630 2.038 1.575
C -4.424 1.787 0.944
C -2.768 -1.306 -1.202
C -2.594 -2.512 -0.520
C -2.795 -3.726 -1.158
C -3.153 -3.752 -2.499
C -3.314 -2.560 -3.190
C -3.128 -1.344 -2.547
H 1.876 2.774 -0.185
H 0.505 3.003 -1.897
H -0.941 4.100 -3.011
H -3.146 4.448 -4.048
H -5.019 2.930 -3.461
H -4.679 1.133 -1.835
H -4.628 -1.589 0.723
H -6.739 -1.144 1.882
H -7.412 1.177 2.410
H -5.916 3.057 1.801
H -3.781 2.621 0.682
H -2.293 -2.516 0.521
H -2.663 -4.647 -0.606
H -3.304 -4.697 -3.004
H -3.587 -2.573 -4.237
H -3.246 -0.431 -3.115
*
```

***

Below is a molecular structure, C36H47Cl3NiO4SeSi at a distorted geometry, with properties calculated with ωB97M-V/def2-TZVPD.

DFT total energy = -198127.9038 eV
Molar mass = 815.9 g/mol
Strongest force on any atom = 0.020 Eh/bohr
Orbital gap (alpha / beta) = 0.223 / 0.226 Ha
LUMO energy (alpha / beta) = 4.204 / 4.201 eV

Structure (ORCA input):
```
! wB97M-V def2-TZVPD RIJCOSX def2/J DEFGRID3
* xyz -2 3
Ni -1.455 0.028 0.212
C 3.719 2.003 -5.471
C 3.814 1.793 -3.960
C 4.955 0.805 -3.683
C 4.163 3.147 -3.320
C 2.509 1.257 -3.373
C 2.390 1.061 -2.002
C 1.219 0.584 -1.433
Se 1.032 0.971 0.456
C 0.973 -0.450 1.775
C 2.039 -1.280 2.064
C 2.018 -2.090 3.190
C 0.920 -1.965 4.043
C -0.172 -1.143 3.793
C -0.202 -0.381 2.588
O -1.248 0.313 2.222
C -1.365 -1.078 4.755
C -2.647 -1.571 4.061
C -1.149 -1.954 5.994
C -1.563 0.369 5.231
C 3.149 -3.091 3.417
C 3.173 -4.083 2.242
C 4.500 -2.363 3.493
C 2.967 -3.888 4.709
C 0.076 0.256 -2.218
O -0.993 -0.281 -1.724
C 0.177 0.521 -3.618
C 1.374 0.993 -4.142
C -1.057 0.309 -4.503
C -2.215 1.183 -3.988
C -0.799 0.708 -5.960
C -1.479 -1.169 -4.495
H 4.667 2.403 -5.843
H 2.928 2.714 -5.724
H 3.518 1.064 -5.993
H 5.901 1.172 -4.101
H 4.731 -0.168 -4.129
H 5.089 0.657 -2.608
H 5.073 3.565 -3.770
H 4.330 3.046 -2.246
H 3.344 3.855 -3.465
H 3.216 1.289 -1.336
H 2.874 -1.306 1.373
H 0.900 -2.574 4.936
H -2.504 -2.580 3.668
H -2.907 -0.917 3.231
H -3.477 -1.584 4.781
H -1.057 -3.011 5.725
H -2.014 -1.848 6.657
H -0.256 -1.654 6.552
H -1.727 1.027 4.377
H -0.680 0.716 5.779
H -2.431 0.430 5.899
H 3.417 -3.576 1.306
H 2.188 -4.540 2.113
H 3.916 -4.873 2.413
H 4.716 -1.837 2.561
H 5.313 -3.076 3.680
H 4.490 -1.625 4.301
H 2.031 -4.454 4.697
H 2.966 -3.234 5.587
H 3.793 -4.598 4.816
H 1.429 1.162 -5.208
H -1.918 2.235 -3.967
H -2.501 0.891 -2.978
H -3.083 1.076 -4.650
H -0.508 1.760 -6.049
H -1.722 0.565 -6.532
H -0.020 0.089 -6.420
H -1.705 -1.505 -3.484
H -0.675 -1.794 -4.896
H -2.371 -1.307 -5.122
C -5.821 0.403 0.311
C -4.386 0.887 0.219
O -3.530 0.007 0.157
C -4.117 2.308 0.212
C -5.167 3.230 0.416
C -4.964 4.585 0.434
C -3.650 5.072 0.231
C -2.605 4.222 0.016
C -2.776 2.789 -0.012
O -1.785 2.050 -0.255
H -5.812 -0.682 0.243
H -6.427 0.817 -0.498
H -6.269 0.702 1.262
H -6.172 2.855 0.569
H -5.787 5.267 0.600
H -3.474 6.143 0.248
H -1.597 4.588 -0.145
Cl 0.765 -2.834 -0.873
Si -1.094 -2.325 0.101
Cl -2.456 -3.396 -1.191
Cl -0.964 -3.861 1.669
*
```

***

Below is a molecular structure, C36H47HfN5P2 at a distorted geometry, with properties calculated with ωB97M-V/def2-TZVPD.

DFT total energy = -65405.2674 eV
Molar mass = 790.2 g/mol
Strongest force on any atom = 0.107 Eh/bohr
Orbital gap (alpha / beta) = 0.093 / 0.093 Ha
LUMO energy (alpha / beta) = -9.394 / -9.389 eV

Structure (ORCA input):
```
! wB97M-V def2-TZVPD RIJCOSX def2/J DEFGRID3
* xyz 2 1
Hf -0.620 1.962 1.605
C 1.956 2.461 1.106
C 1.029 2.076 0.105
C 1.145 0.671 -0.543
C 0.341 -0.534 0.074
C -0.183 -0.311 1.490
C 0.716 0.184 2.495
C 2.238 0.206 2.288
C 2.888 1.518 1.819
C -1.092 2.255 3.679
H 2.300 3.491 1.162
H 0.560 2.822 -0.569
H 2.229 0.387 -0.572
H 0.810 0.829 -1.594
H -0.503 -0.844 -0.590
H 1.037 -1.400 0.020
H -1.087 -0.893 1.749
H 0.471 -0.014 3.551
H 2.627 -0.642 1.686
H 2.641 0.053 3.299
H 3.288 2.058 2.711
H 3.792 1.256 1.217
H -0.573 3.119 4.118
H -0.906 1.378 4.320
H -2.165 2.467 3.822
P -1.951 -3.366 -0.743
P -0.673 -0.984 -3.519
N -1.195 -4.734 0.098
N -3.405 -4.284 -1.146
N 0.999 -1.665 -3.780
N -0.931 -0.448 -5.163
C -1.116 -3.566 -2.367
C -1.605 -2.594 -3.479
C -0.754 -4.623 1.426
C -0.203 -5.837 1.817
C -0.318 -6.741 0.706
C -0.914 -6.037 -0.337
C -4.680 -3.811 -0.817
C -5.625 -4.728 -1.258
C -4.916 -5.791 -1.927
C -3.562 -5.474 -1.871
C 1.937 -1.425 -2.764
C 3.137 -2.019 -3.077
C 2.907 -2.811 -4.250
C 1.579 -2.619 -4.631
C -0.300 -0.866 -6.349
C -1.104 -0.522 -7.432
C -2.236 0.197 -6.911
C -2.100 0.252 -5.535
H -1.179 -4.617 -2.703
H -0.069 -3.336 -2.112
H -1.508 -3.071 -4.484
H -2.675 -2.337 -3.321
H -0.841 -3.674 1.940
H 0.246 -6.035 2.785
H -0.001 -7.779 0.679
H -1.086 -6.349 -1.360
H -4.776 -2.858 -0.322
H -6.691 -4.652 -1.113
H -5.356 -6.669 -2.381
H -2.720 -5.982 -2.316
H 1.640 -0.948 -1.856
H 4.054 -1.854 -2.520
H 3.659 -3.429 -4.728
H 1.021 -3.092 -5.433
H 0.666 -1.333 -6.336
H -0.923 -0.786 -8.460
H -3.058 0.584 -7.498
H -2.709 0.725 -4.781
C 3.296 4.923 5.727
N 2.036 4.756 5.060
C 0.853 5.214 5.710
C 1.949 4.111 3.745
C 1.072 4.882 2.781
C 1.272 6.273 2.708
C 0.409 7.044 1.914
C -0.632 6.441 1.210
C -0.769 5.035 1.218
C 0.108 4.259 1.960
H 3.180 4.684 6.796
H 3.662 5.967 5.644
H 4.045 4.259 5.273
H 0.477 6.164 5.287
H 0.032 4.479 5.621
H 1.129 5.365 6.761
H 3.001 4.046 3.386
H 1.575 3.065 3.898
H 2.089 6.727 3.290
H 0.577 8.125 1.856
H -1.372 7.037 0.667
H -1.590 4.576 0.666
*
```

***

Below is a gas-phase ion, C36H47N4OSi (charge +1) at a distorted geometry, with properties calculated with ωB97M-V/def2-TZVPD.

DFT total energy = -53976.8123 eV
Molar mass = 579.9 g/mol
SMILES string = C[Si](C)(C)OC(c1ccccc1)(c1ccccc1)[C@H]1CCCN1/C=C/[C@H](c1ccccc1)N1CCCN2CCC[NH+]=C21
Strongest force on any atom = 0.047 Eh/bohr
Orbital gap = 0.305 Ha
LUMO energy = -1.897 eV

Structure (ORCA input):
```
! wB97M-V def2-TZVPD RIJCOSX def2/J DEFGRID3
* xyz 1 1
C -2.518 5.301 0.548
Si -0.959 5.088 1.540
C 0.090 6.630 1.571
C -1.330 4.506 3.278
O -0.028 3.948 0.727
C 0.274 2.587 0.971
C 1.337 2.490 2.093
C 2.159 3.588 2.359
C 3.107 3.527 3.381
C 3.253 2.356 4.119
C 2.472 1.236 3.827
C 1.548 1.289 2.777
C -1.015 1.802 1.183
C -1.366 1.272 2.418
C -2.536 0.512 2.542
C -3.403 0.373 1.459
C -3.109 1.012 0.249
C -1.929 1.754 0.128
C 0.971 2.079 -0.348
C 2.235 2.874 -0.742
C 3.434 2.001 -0.386
C 2.872 0.574 -0.238
N 1.437 0.709 -0.221
C 0.617 -0.386 -0.208
C 1.069 -1.659 -0.040
C 0.183 -2.823 -0.321
C 0.503 -4.071 0.598
C -0.530 -4.850 1.133
C -0.249 -6.016 1.863
C 1.071 -6.405 2.098
C 2.104 -5.565 1.676
C 1.817 -4.393 0.957
N -0.106 -3.214 -1.951
C 1.010 -3.914 -2.504
C 0.521 -4.905 -3.521
C -0.222 -4.218 -4.632
N -1.084 -3.167 -4.110
C -2.064 -2.697 -5.093
C -2.656 -1.366 -4.688
C -3.098 -1.384 -3.242
N -2.040 -1.923 -2.402
C -1.085 -2.790 -2.820
H -3.194 5.997 1.070
H -2.301 5.719 -0.448
H -3.058 4.355 0.395
H -0.504 7.428 2.039
H 1.017 6.515 2.154
H 0.368 6.955 0.559
H -1.687 5.382 3.839
H -2.117 3.741 3.306
H -0.450 4.108 3.800
H 2.043 4.500 1.773
H 3.700 4.415 3.601
H 3.977 2.314 4.930
H 2.570 0.310 4.409
H 0.988 0.397 2.491
H -0.746 1.455 3.293
H -2.769 0.046 3.503
H -4.318 -0.222 1.548
H -3.808 0.971 -0.596
H -1.723 2.303 -0.795
H 0.236 2.131 -1.165
H 2.186 2.983 -1.834
H 2.279 3.881 -0.304
H 4.202 2.035 -1.168
H 3.889 2.322 0.559
H 3.154 -0.070 -1.086
H 3.277 0.112 0.684
H -0.459 -0.196 -0.264
H 2.056 -1.757 0.477
H -0.875 -2.529 -0.098
H -1.572 -4.573 0.976
H -1.063 -6.651 2.213
H 1.293 -7.317 2.663
H 3.141 -5.836 1.869
H 2.637 -3.737 0.669
H 1.512 -4.372 -1.647
H 1.687 -3.192 -2.961
H 1.383 -5.437 -3.909
H -0.125 -5.657 -3.052
H 0.478 -3.796 -5.364
H -0.831 -4.936 -5.191
H -1.564 -2.614 -6.066
H -2.850 -3.458 -5.245
H -1.908 -0.580 -4.861
H -3.516 -1.130 -5.335
H -3.344 -0.378 -2.886
H -3.997 -2.009 -3.156
H -2.050 -1.696 -1.417
*
```

***

Below is a molecular structure, C36H48AsN3O2P2PdSSi2, with properties calculated with ωB97M-V/def2-TZVPD.

DFT total energy = -156167.0494 eV
Molar mass = 886.3 g/mol
Strongest force on any atom = 0.015 Eh/bohr
Orbital gap (alpha / beta) = 0.255 / 0.210 Ha
LUMO energy (alpha / beta) = 0.623 / -1.141 eV

Structure (ORCA input):
```
! wB97M-V def2-TZVPD RIJCOSX def2/J DEFGRID3
* xyz 0 3
Pd 0.320 -0.259 0.216
N 0.728 -0.978 -2.607
P -0.763 -1.109 -1.782
C -1.540 -2.471 -2.725
C -2.931 -2.569 -2.788
C -3.531 -3.615 -3.473
C -2.750 -4.579 -4.102
C -1.367 -4.501 -4.027
C -0.764 -3.459 -3.331
C -1.800 0.283 -2.387
C -2.546 1.010 -1.465
C -3.386 2.034 -1.900
C -3.447 2.360 -3.246
C -2.681 1.653 -4.170
C -1.883 0.603 -3.744
P 1.737 0.133 -1.753
C 1.396 1.696 -2.659
C 1.736 1.874 -4.003
C 1.324 3.009 -4.687
C 0.569 3.979 -4.038
C 0.224 3.812 -2.705
C 0.638 2.675 -2.021
C 3.359 -0.365 -2.420
C 4.373 0.567 -2.637
C 5.634 0.155 -3.046
C 5.899 -1.194 -3.234
C 4.898 -2.131 -3.013
C 3.639 -1.720 -2.598
H 0.743 -0.953 -3.622
H -3.545 -1.815 -2.309
H -4.612 -3.674 -3.528
H -3.221 -5.390 -4.645
H -0.754 -5.251 -4.514
H 0.318 -3.406 -3.268
H -2.463 0.767 -0.411
H -3.993 2.576 -1.183
H -4.093 3.164 -3.583
H -2.713 1.919 -5.221
H -1.315 0.030 -4.472
H 2.326 1.122 -4.518
H 1.591 3.136 -5.730
H 0.250 4.865 -4.574
H -0.372 4.561 -2.195
H 0.355 2.523 -0.987
H 4.174 1.624 -2.499
H 6.409 0.892 -3.221
H 6.887 -1.515 -3.539
H 5.097 -3.186 -3.160
H 2.864 -2.449 -2.405
C 2.102 4.681 0.961
Si 2.487 3.004 1.697
C 3.156 3.252 3.426
C 3.769 2.165 0.632
As 0.671 1.514 1.779
Si -1.087 2.945 2.393
C -1.588 4.031 0.950
C -0.543 4.086 3.784
C -2.552 1.970 3.003
H 3.006 5.299 0.993
H 1.318 5.201 1.519
H 1.781 4.597 -0.082
H 3.986 3.968 3.435
H 3.516 2.301 3.832
H 2.374 3.625 4.095
H 4.712 2.722 0.591
H 3.388 2.067 -0.390
H 3.975 1.154 1.002
H -0.860 4.835 0.803
H -2.563 4.485 1.162
H -1.667 3.466 0.016
H 0.260 4.758 3.463
H -0.181 3.513 4.644
H -1.389 4.701 4.112
H -2.928 1.298 2.226
H -3.354 2.643 3.326
H -2.257 1.343 3.849
C -2.738 -2.716 2.108
C -1.574 -1.979 1.473
O -0.586 -2.623 1.060
O -1.673 -0.708 1.388
H -2.654 -3.785 1.927
H -3.681 -2.337 1.710
H -2.736 -2.530 3.185
C 2.686 -3.243 3.819
N 2.279 -3.876 2.579
C 1.672 -5.126 2.477
C 1.304 -5.288 1.199
N 1.715 -4.150 0.523
C 2.272 -3.249 1.371
S 2.836 -1.714 0.982
H 3.225 -3.958 4.439
H 1.816 -2.869 4.360
H 3.332 -2.406 3.574
H 1.559 -5.780 3.324
H 0.804 -6.107 0.713
H 1.338 -3.842 -0.355
*
```

***

Q: Which value of DFT total energy does entry 5 give?
A: -156167.0494 eV